Entry 1:
The following is a quantum chemistry calculation of a 2-piece molecular cluster, C7H19NO overall in a non-equilibrium geometry, from the OMol25 dataset.

Properties
Structure (SMILES): CCCNCC(C)C.O
Strongest force on any atom, Eh/bohr: 0.04487
Kohn-Sham gap, hartree: 0.3547
Relative energy (zero: lowest compared OMol25 entry of this formula, charge and spin), kcal per mole: 39.0

```
! RIJCOSX wB97M-V def2-TZVPD def2/J DEFGRID3
* xyz 0 1
C 0.922 2.655 -0.745
C -0.330 2.845 0.112
C -0.409 1.842 1.321
N -0.364 0.407 1.029
C -0.363 -0.122 -0.360
C 0.233 -1.514 -0.436
C -0.784 -2.617 -0.664
C 1.339 -1.507 -1.494
H 0.671 2.447 -1.785
H 1.559 1.942 -0.161
H 1.633 3.484 -0.687
H -0.483 3.859 0.467
H -1.266 2.703 -0.466
H 0.456 2.191 1.900
H -1.263 2.133 1.951
H -1.121 0.029 1.583
H 0.086 0.456 -1.189
H -1.417 -0.172 -0.680
H 0.697 -1.756 0.533
H -0.358 -3.598 -0.428
H -1.197 -2.788 -1.664
H -1.596 -2.585 0.094
H 1.904 -2.464 -1.578
H 0.933 -1.224 -2.467
H 2.022 -0.687 -1.297
O -0.280 -2.312 2.557
H -0.047 -1.377 2.370
H -1.178 -2.271 2.187
*
```

---

Entry 2:
The following is a quantum chemistry calculation of one molecule with the formula C21H36N2O2, from the OMol25 dataset.

Properties
Structure (SMILES): COc1ccccc1CCN1CCC[C@@H](CN(C)CC(C)(C)CO)C1
Strongest force on any atom, Eh/bohr: 0.01047
Kohn-Sham gap, hartree: 0.3185
Relative energy (zero: lowest compared OMol25 entry of this formula, charge and spin), kcal per mole: 33.6

```
! RIJCOSX wB97M-V def2-TZVPD def2/J DEFGRID3
* xyz 0 1
C -4.801 -1.584 -1.606
O -4.098 -1.047 -0.515
C -3.010 -1.728 -0.036
C -2.503 -2.887 -0.608
C -1.403 -3.517 -0.047
C -0.805 -2.999 1.083
C -1.312 -1.842 1.655
C -2.407 -1.189 1.113
C -2.981 0.048 1.741
C -2.777 1.333 0.914
N -1.571 2.035 1.314
C -1.610 3.467 1.101
C -1.450 3.866 -0.371
C -0.137 3.301 -0.904
C -0.084 1.785 -0.688
C 1.273 1.251 -1.156
N 1.506 -0.160 -0.877
C 0.582 -1.013 -1.604
C 2.903 -0.530 -1.126
C 3.758 -0.687 0.151
C 5.132 -1.214 -0.271
C 3.928 0.638 0.893
C 3.097 -1.712 1.093
O 1.901 -1.257 1.659
C -0.338 1.474 0.797
H -5.185 -2.586 -1.387
H -5.639 -0.909 -1.777
H -4.182 -1.623 -2.509
H -2.959 -3.312 -1.489
H -1.025 -4.421 -0.504
H 0.052 -3.480 1.526
H -0.843 -1.441 2.540
H -2.537 0.204 2.724
H -4.055 -0.106 1.860
H -3.618 2.001 1.115
H -2.805 1.082 -0.155
H -2.547 3.858 1.504
H -0.787 3.903 1.679
H -2.288 3.470 -0.949
H -1.459 4.954 -0.464
H -0.025 3.534 -1.966
H 0.695 3.768 -0.370
H -0.880 1.329 -1.285
H 1.371 1.453 -2.240
H 2.052 1.817 -0.642
H -0.436 -0.802 -1.285
H 0.648 -0.874 -2.694
H 0.788 -2.055 -1.368
H 3.387 0.202 -1.788
H 2.922 -1.491 -1.648
H 5.609 -0.521 -0.961
H 5.042 -2.181 -0.763
H 5.776 -1.332 0.596
H 2.978 0.963 1.308
H 4.628 0.511 1.717
H 4.316 1.407 0.228
H 2.928 -2.650 0.537
H 3.769 -1.932 1.928
H 1.392 -0.860 0.930
H -0.360 0.398 0.954
H 0.483 1.890 1.391
*
```

---

Entry 3:
The following is a quantum chemistry calculation of a 6-piece molecular cluster, C10H30IO10 overall in a non-equilibrium geometry, from the OMol25 dataset.

Properties
Strongest force on any atom, Eh/bohr: 0.10168
Kohn-Sham gap, hartree: 0.3065
Relative energy (zero: lowest compared OMol25 entry of this formula, charge and spin), kcal per mole: 54.9

```
! RIJCOSX wB97M-V def2-TZVPD def2/J DEFGRID3
* xyz -1 1
I 0.173 -0.680 0.415
C 0.124 2.586 -1.990
C -0.614 3.336 -3.065
O 0.074 3.042 -4.355
O 0.250 1.156 -2.325
H -0.208 2.621 -0.952
H 1.051 3.149 -1.891
H -0.694 4.354 -2.685
H -1.652 3.054 -3.240
H 0.317 3.876 -4.764
H 0.423 0.705 -1.495
C 1.297 -3.334 -3.533
C -0.178 -2.942 -3.427
O -0.282 -1.587 -3.077
O 1.753 -2.637 -4.696
H 1.332 -4.416 -3.662
H 1.895 -3.069 -2.662
H -0.711 -3.675 -2.822
H -0.738 -3.201 -4.326
H -0.450 -1.410 -2.149
H 2.583 -3.081 -4.884
C -4.129 1.073 0.780
C -4.184 0.419 -0.579
O -3.394 -0.804 -0.636
O -2.952 1.773 0.935
H -4.373 0.295 1.503
H -4.888 1.855 0.816
H -3.843 1.109 -1.350
H -5.211 0.165 -0.842
H -2.637 -0.793 -0.045
H -2.211 1.163 0.937
C 5.520 -0.083 2.020
C 3.987 0.025 1.506
O 2.979 0.160 2.530
O 6.293 -0.494 1.040
H 5.574 -0.744 2.884
H 6.019 0.826 2.355
H 3.630 -0.824 0.923
H 3.913 0.855 0.803
H 2.162 -0.230 2.209
H 7.111 -0.690 1.504
C -1.245 -0.992 4.521
C -1.800 0.361 4.776
O -1.447 1.274 3.721
O -1.810 -1.537 3.346
H -1.481 -1.540 5.434
H -0.160 -0.985 4.425
H -1.523 0.830 5.720
H -2.873 0.180 4.834
H -1.492 0.752 2.917
H -1.283 -1.248 2.597
*
```

---

Entry 4:
The following is a quantum chemistry calculation of one molecule with the formula C4H8N2O in a non-equilibrium geometry, from the OMol25 dataset.

Properties
Structure (SMILES): C=C(N=O)N(C)C
Strongest force on any atom, Eh/bohr: 0.06975
Kohn-Sham gap (spin up / spin down), hartree: 0.3165 / 0.3164
Relative energy (zero: lowest compared OMol25 entry of this formula, charge and spin), kcal per mole: 127.9

```
! RIJCOSX wB97M-V def2-TZVPD def2/J DEFGRID3
* xyz 0 1
C -0.257 -1.671 -1.525
C 0.211 -1.036 -0.466
N 1.408 -0.919 0.152
O 1.642 -1.175 1.338
N -0.348 0.287 0.081
C -0.576 0.351 1.491
C 0.104 1.503 -0.558
H 0.304 -2.465 -1.986
H -1.215 -1.416 -1.941
H -0.879 1.359 1.772
H 0.340 0.085 2.062
H -1.354 -0.359 1.776
H 0.402 1.279 -1.582
H 0.946 1.970 -0.034
H -0.730 2.210 -0.583
*
```

---

Entry 5:
The following is a quantum chemistry calculation of a 2-piece molecular cluster, C3H9O2 overall, from the OMol25 dataset.

Properties
Strongest force on any atom, Eh/bohr: 0.01713
Kohn-Sham gap, hartree: 0.2062
Relative energy (zero: lowest compared OMol25 entry of this formula, charge and spin), kcal per mole: 22.7

```
! RIJCOSX wB97M-V def2-TZVPD def2/J DEFGRID3
* xyz -1 1
C -0.926 -0.933 0.517
O -1.559 -2.050 0.182
C 0.615 -0.932 0.174
C 1.486 -0.423 1.319
H -1.336 -0.003 0.025
H -0.965 -0.687 1.609
H 0.779 -1.986 -0.095
H 0.798 -0.374 -0.745
H 2.570 -0.537 1.223
H 1.200 0.608 1.509
H 1.141 -0.933 2.222
H -0.256 2.631 -2.146
H 0.948 3.481 -1.790
O 0.009 3.554 -2.028
*
```

---

Entry 6:
The following is a quantum chemistry calculation of C5H10O3Si as an isolated structure in a non-equilibrium geometry, from the OMol25 dataset.

Properties
Strongest force on any atom, Eh/bohr: 0.08725
Kohn-Sham gap, hartree: 0.3973
Relative energy (zero: lowest compared OMol25 entry of this formula, charge and spin), kcal per mole: 29.2

```
! RIJCOSX wB97M-V def2-TZVPD def2/J DEFGRID3
* xyz 0 1
C -0.040 0.440 0.230
C -1.276 0.186 -0.592
C 1.251 0.134 -0.522
C -2.462 0.638 0.116
C 2.524 0.672 0.163
O 0.030 -0.553 1.251
O -1.278 -1.361 -0.561
O 1.305 -1.312 -0.626
Si -0.009 -1.889 0.229
H -0.100 1.349 0.809
H -1.194 0.463 -1.566
H 1.195 0.470 -1.538
H -2.354 0.256 1.159
H -3.165 -0.026 -0.422
H -2.830 1.648 0.127
H 2.291 0.799 1.242
H 3.155 1.487 -0.397
H 3.197 -0.277 0.161
H -0.242 -3.124 0.738
*
```

---

Entry 7:
The following is a quantum chemistry calculation of one molecule with the formula C9H7Cl2OPS in a non-equilibrium geometry, from the OMol25 dataset.

Properties
Strongest force on any atom, Eh/bohr: 0.08216
Kohn-Sham gap (spin up / spin down), hartree: 0.2243 / 0.2742

```
! RIJCOSX wB97M-V def2-TZVPD def2/J DEFGRID3
* xyz 0 1
C -0.475 2.737 0.601
C -1.287 2.106 -0.251
C 0.755 2.127 0.975
C 0.170 0.096 -0.300
C -1.035 0.736 -0.641
C 1.007 0.854 0.490
C -1.221 -2.524 0.950
C 0.456 -1.340 -0.798
C 0.058 -2.480 0.317
O -2.359 -2.104 0.928
P -4.140 -0.377 0.045
S -4.147 1.293 0.992
Cl -2.195 -0.131 -1.537
Cl 2.581 0.049 0.902
H -0.533 3.871 0.866
H -2.154 2.593 -0.613
H 1.407 2.763 1.486
H 1.511 -1.415 -0.696
H 0.044 -1.705 -1.764
H 0.714 -2.627 1.134
H 0.140 -3.425 -0.307
*
```

---

Entry 8:
The following is a quantum chemistry calculation of a 2-piece molecular cluster, C16H19N5O4 overall in a non-equilibrium geometry, from the OMol25 dataset.

Properties
Structure (SMILES): O=C(O)c1cccc(Nc2ncccn2)c1.CNC(=O)CNC(C)=O
Strongest force on any atom, Eh/bohr: 0.03824
Kohn-Sham gap, hartree: 0.3179
Relative energy (zero: lowest compared OMol25 entry of this formula, charge and spin), kcal per mole: 0.0

```
! RIJCOSX wB97M-V def2-TZVPD def2/J DEFGRID3
* xyz 0 1
O 0.393 1.870 -0.459
C -0.530 2.178 0.285
O -0.600 3.367 0.930
C -1.594 1.183 0.522
C -2.802 1.547 1.143
C -3.798 0.593 1.373
C -3.592 -0.740 1.001
C -2.393 -1.133 0.389
N -2.079 -2.452 0.048
C -2.899 -3.499 -0.247
N -4.219 -3.393 -0.316
C -4.900 -4.464 -0.708
C -4.251 -5.638 -1.027
C -2.877 -5.663 -0.918
N -2.201 -4.586 -0.532
C -1.413 -0.165 0.155
H 0.259 3.826 0.766
H -2.968 2.578 1.448
H -4.729 0.883 1.851
H -4.365 -1.468 1.217
H -1.120 -2.680 -0.169
H -5.982 -4.412 -0.781
H -4.803 -6.513 -1.347
H -2.337 -6.574 -1.158
H -0.485 -0.470 -0.317
C 3.007 -0.893 0.192
N 3.042 0.442 -0.404
C 4.121 1.001 -0.969
O 5.207 0.434 -1.035
C 3.999 2.434 -1.503
N 2.902 3.214 -0.919
C 2.875 3.815 0.269
C 4.106 3.804 1.152
O 1.848 4.358 0.659
H 3.109 -0.815 1.276
H 3.826 -1.504 -0.195
H 2.061 -1.379 -0.046
H 2.186 0.987 -0.398
H 3.836 2.366 -2.579
H 4.949 2.945 -1.340
H 2.017 3.206 -1.408
H 4.380 2.777 1.382
H 3.885 4.334 2.078
H 4.927 4.300 0.640
*
```

---

Entry 9:
The following is a quantum chemistry calculation of a 2-piece molecular cluster, C6H15NO overall in a non-equilibrium geometry, from the OMol25 dataset.

Properties
Strongest force on any atom, Eh/bohr: 0.08324
Kohn-Sham gap (spin up / spin down), hartree: 0.0705 / 0.3194
Relative energy (zero: lowest compared OMol25 entry of this formula, charge and spin), kcal per mole: 56.3

```
! RIJCOSX wB97M-V def2-TZVPD def2/J DEFGRID3
* xyz -1 2
C 0.900 -0.887 2.371
N 1.018 0.094 1.254
C 0.674 1.522 1.515
C -0.563 1.689 0.628
C -0.326 0.841 -0.637
C 0.266 -0.442 0.124
C 1.361 -1.103 -0.792
H -0.153 -1.455 2.293
H 1.497 -1.626 1.879
H 1.275 -0.512 3.334
H 1.609 2.103 1.285
H 0.359 1.711 2.628
H -1.533 1.240 1.048
H -0.883 2.744 0.467
H 0.380 1.257 -1.298
H -1.147 0.541 -1.176
H -0.504 -1.141 0.401
H 2.443 -0.970 -0.408
H 1.210 -2.139 -0.900
H 1.507 -0.433 -1.653
H -3.891 -0.926 -3.871
H -2.581 -1.311 -4.619
O -2.920 -0.798 -3.874
*
```

---

Entry 10:
The following is a quantum chemistry calculation of one molecule with the formula H5NOSi2 in a non-equilibrium geometry, from the OMol25 dataset.

Properties
Strongest force on any atom, Eh/bohr: 0.07887
Kohn-Sham gap, hartree: 0.3769
Relative energy (zero: lowest compared OMol25 entry of this formula, charge and spin), kcal per mole: 11.2

```
! RIJCOSX wB97M-V def2-TZVPD def2/J DEFGRID3
* xyz 0 1
N 0.037 -0.864 -0.075
O -0.032 1.380 0.005
Si 1.279 0.335 0.018
Si -1.273 0.410 0.014
H 0.032 -1.878 -0.325
H 1.902 0.960 1.232
H 2.045 0.480 -1.113
H -2.176 0.464 -1.019
H -1.858 0.535 1.391
*
```

---

Entry 11:
The following is a quantum chemistry calculation of one molecule with the formula C3H3N3OS in a non-equilibrium geometry, from the OMol25 dataset.

Properties
Structure (SMILES): [H]/N=C1/N=CC(=O)N1S
Strongest force on any atom, Eh/bohr: 0.05548
Kohn-Sham gap, hartree: 0.3227
Relative energy (zero: lowest compared OMol25 entry of this formula, charge and spin), kcal per mole: 44.5

```
! RIJCOSX wB97M-V def2-TZVPD def2/J DEFGRID3
* xyz 0 1
H -0.085 -2.714 0.110
N 0.833 -2.203 -0.006
C 0.673 -0.984 -0.047
N 1.775 -0.085 -0.082
C 1.315 1.098 -0.057
C -0.196 1.124 -0.006
O -0.971 2.046 -0.038
N -0.500 -0.190 -0.092
S -2.201 -0.695 -0.072
H 1.966 2.003 0.025
H -2.608 0.602 0.265
*
```

---

Entry 12:
The following is a quantum chemistry calculation of C30H38N7O8S3W as an isolated structure in a non-equilibrium geometry, from the OMol25 dataset.

Properties
Strongest force on any atom, Eh/bohr: 0.04839
Kohn-Sham gap (spin up / spin down), hartree: 0.2601 / 0.2968
Relative energy (zero: lowest compared OMol25 entry of this formula, charge and spin), kcal per mole: 6.1

```
! RIJCOSX wB97M-V def2-TZVPD def2/J DEFGRID3
* xyz 1 3
W 0.857 -0.665 0.543
O 1.705 -3.946 -2.013
C 1.413 -3.317 -0.998
O 1.411 -1.964 -0.920
C 1.127 -4.094 0.291
C 1.951 -3.528 1.462
C 1.837 -4.552 2.577
C 0.432 -4.262 3.231
C -0.133 -3.275 2.258
O 1.050 -2.382 1.987
C -0.333 -3.909 0.826
C -1.271 -2.930 0.038
O -2.229 -3.278 -0.642
O -0.858 -1.667 0.092
H 1.377 -5.148 0.125
H 2.964 -3.194 1.239
H 2.631 -4.258 3.304
H 2.030 -5.592 2.312
H 0.585 -3.717 4.206
H -0.201 -5.142 3.389
H -0.953 -2.635 2.614
H -0.810 -4.885 0.941
O 2.725 -0.647 1.525
N 3.643 0.376 1.516
C 4.497 0.462 2.594
C 5.522 1.359 2.530
C 5.535 2.307 1.474
C 4.679 2.206 0.410
C 3.713 1.196 0.405
S 2.648 0.878 -0.844
H 4.362 -0.207 3.426
H 6.288 1.383 3.313
H 6.237 3.128 1.481
H 4.655 2.923 -0.382
C -3.817 -0.402 1.011
C -2.984 -0.796 2.223
N -3.671 -1.434 3.213
O -1.759 -0.584 2.307
H -4.806 -0.038 1.314
H -3.956 -1.292 0.349
H -3.312 0.334 0.450
H -4.670 -1.331 3.297
H -3.132 -1.596 4.066
C -1.152 4.701 -3.698
C -0.377 4.004 -2.583
C 0.437 2.787 -3.110
N -0.377 1.594 -3.421
C -0.894 0.802 -2.504
S -0.782 1.181 -0.812
N -1.517 -0.380 -2.866
C -2.628 -0.391 -3.835
O -3.754 -0.641 -3.458
C -2.273 -0.099 -5.220
C -1.017 -0.322 -5.801
C -0.732 0.160 -7.068
C -1.668 0.916 -7.745
C -2.934 1.143 -7.178
C -3.239 0.590 -5.951
H -1.685 5.599 -3.360
H -1.891 4.055 -4.158
H -0.481 5.074 -4.493
H -1.076 3.734 -1.766
H 0.368 4.711 -2.159
H 1.173 2.463 -2.359
H 0.958 3.091 -4.017
H -0.409 1.318 -4.388
H -1.847 -0.871 -2.030
H -0.242 -0.862 -5.272
H 0.250 -0.036 -7.482
H -1.425 1.364 -8.705
H -3.662 1.769 -7.679
H -4.221 0.782 -5.540
C -1.131 0.660 6.550
C 0.269 0.557 5.954
C 0.384 1.097 4.564
N 0.476 0.341 3.534
N 0.581 0.981 2.306
C 0.555 2.305 2.497
N 0.663 3.231 1.516
S 0.311 2.840 4.164
H -1.238 -0.088 7.350
H -1.897 0.502 5.773
H -1.346 1.643 6.983
H 0.672 -0.460 5.983
H 0.966 1.137 6.571
H 0.457 2.963 0.560
H 0.397 4.167 1.812
*
```